1.
Density functional theory data (the ωB97M-V functional and the def2-TZVPD basis) for a structure of composition C41H37F5IrP2S.

## Properties
Max |F|, eV/A: 5.0
LUMO energy (spin up / spin down), eV: -5.03 / -9.46
Kohn-Sham gap (spin up / spin down), eV: 5.55 / 4.29

ORCA input file:
```
! wB97M-V def2-TZVPD RIJCOSX def2/J DEFGRID3
* xyz 2 6
Ir 0.008 0.296 1.561
C -1.698 0.869 -4.105
C -1.762 -0.452 -3.915
C -1.044 -1.479 -4.743
C 0.375 -1.122 -5.255
C 1.270 -0.282 -4.382
C 1.298 1.055 -4.381
C 0.402 1.945 -5.177
C -1.061 1.471 -5.333
C 1.521 0.275 3.019
H -2.203 1.576 -3.428
H -2.458 -0.854 -3.175
H -1.622 -1.736 -5.652
H -0.990 -2.408 -4.151
H 0.896 -2.078 -5.417
H 0.280 -0.643 -6.240
H 2.051 -0.855 -3.870
H 2.129 1.601 -3.945
H 0.796 2.079 -6.202
H 0.421 2.939 -4.700
H -1.646 2.346 -5.656
H -1.095 0.738 -6.152
H 1.297 1.084 3.730
H 2.557 0.274 2.651
H 1.260 -0.722 3.444
P -1.472 -0.648 0.224
P 1.729 0.094 0.209
C -0.413 -0.982 -1.209
C 0.895 -0.616 -1.216
C -2.387 -2.170 0.573
C -2.771 -3.035 -0.464
C -3.530 -4.170 -0.165
C -3.844 -4.472 1.166
C -3.415 -3.634 2.203
C -2.675 -2.489 1.906
C -2.639 0.720 -0.126
C -2.146 2.025 -0.093
C -3.023 3.099 -0.255
C -4.392 2.856 -0.432
C -4.882 1.544 -0.450
C -4.011 0.469 -0.277
C 3.176 -0.978 0.522
C 2.938 -2.241 1.088
C 4.015 -3.059 1.437
C 5.326 -2.626 1.219
C 5.558 -1.383 0.615
C 4.492 -0.552 0.268
C 2.302 1.787 -0.137
C 2.355 2.731 0.898
C 2.818 4.018 0.623
C 3.156 4.381 -0.681
C 3.065 3.442 -1.721
C 2.658 2.136 -1.441
H -0.865 -1.526 -2.052
H 1.567 -0.827 -2.042
H -2.474 -2.810 -1.489
H -3.868 -4.811 -0.986
H -4.424 -5.368 1.389
H -3.659 -3.869 3.240
H -2.311 -1.833 2.701
H -1.082 2.193 0.140
H -2.644 4.125 -0.226
H -5.082 3.690 -0.552
H -5.949 1.346 -0.583
H -4.373 -0.560 -0.225
H 1.909 -2.563 1.276
H 3.826 -4.028 1.899
H 6.168 -3.247 1.531
H 6.581 -1.048 0.434
H 4.674 0.426 -0.187
H 2.014 2.448 1.896
H 2.901 4.742 1.436
H 3.486 5.394 -0.897
H 3.306 3.726 -2.744
H 2.593 1.377 -2.219
F 0.348 -0.381 8.898
C -0.019 -0.160 7.616
C -0.235 1.142 7.160
F -0.007 2.183 7.987
C -0.688 1.363 5.865
F -0.868 2.633 5.441
C -0.945 0.293 4.965
S -1.527 0.610 3.349
C -0.764 -1.007 5.477
F -1.016 -2.088 4.695
C -0.302 -1.235 6.773
F -0.134 -2.496 7.224
*
```

2.
Density functional theory data (the ωB97M-V functional and the def2-TZVPD basis) for a structure of composition C41H38As2CsFIN5O12.

## Properties
Max |F|, eV/A: 3.0
LUMO energy (spin up / spin down), eV: 3.05 / 3.05
Kohn-Sham gap (spin up / spin down), eV: 4.91 / 4.91

ORCA input file:
```
! wB97M-V def2-TZVPD RIJCOSX def2/J DEFGRID3
* xyz -2 1
Cs 0.896 -0.411 -0.588
O 3.241 -4.074 4.373
C 2.097 -4.652 4.667
O 1.979 -5.457 5.570
C 0.934 -4.309 3.805
C -0.260 -4.987 3.869
N -1.049 -4.456 2.919
N -0.461 -3.452 2.248
C 0.746 -3.345 2.782
C 1.699 -2.290 2.269
O 2.908 -2.464 2.552
O 1.200 -1.369 1.596
H 3.145 -3.465 3.547
H -0.562 -5.801 4.503
H -1.994 -4.703 2.684
C -1.837 1.652 6.160
O -0.434 1.873 6.252
C 0.331 2.121 5.148
O 1.514 1.957 5.221
C -0.374 2.585 3.901
C -0.844 3.838 3.871
As -1.867 4.624 2.331
C -0.271 5.046 1.280
C -2.320 2.844 1.698
C -1.300 2.055 1.115
As -0.097 1.218 2.414
C -1.206 -0.164 3.264
C -0.638 2.344 -0.118
O 0.508 1.983 -0.395
O -1.300 2.960 -1.151
C -2.708 3.130 -1.146
C -3.471 2.209 2.303
O -3.907 1.095 2.057
O -4.129 3.024 3.201
C -5.317 2.476 3.746
C -0.525 4.820 4.968
O 0.596 5.171 5.222
O -1.544 5.414 5.648
C -2.882 4.935 5.554
H -2.322 2.292 6.898
H -2.033 0.605 6.397
H -2.232 1.871 5.171
H 0.276 5.798 1.851
H -0.554 5.462 0.314
H 0.371 4.180 1.134
H -2.222 0.173 3.446
H -0.721 -0.469 4.194
H -1.211 -1.018 2.589
H -2.988 3.263 -2.191
H -3.009 4.010 -0.573
H -3.214 2.255 -0.735
H -5.753 3.265 4.357
H -5.104 1.600 4.361
H -6.013 2.177 2.961
H -3.257 4.835 6.574
H -2.944 3.979 5.046
H -3.484 5.659 5.005
I -2.666 -5.803 -4.605
C -1.773 -4.759 -3.078
C -0.441 -4.785 -2.729
N -0.322 -3.961 -1.677
N -1.474 -3.375 -1.346
C -2.374 -3.850 -2.185
H 0.403 -5.308 -3.143
H 0.536 -3.674 -1.226
H -3.397 -3.515 -2.144
N 2.441 -2.297 -2.789
C 3.240 -1.770 -3.583
C 3.983 -2.543 -4.675
C 5.257 -2.197 -5.113
C 5.922 -2.959 -6.067
C 5.308 -4.076 -6.617
C 4.031 -4.429 -6.189
C 3.386 -3.675 -5.224
C 3.528 -0.267 -3.600
C 3.921 0.418 -2.449
C 4.081 1.796 -2.455
C 3.849 2.526 -3.614
C 3.463 1.860 -4.769
C 3.315 0.480 -4.758
H 5.737 -1.319 -4.695
H 6.920 -2.680 -6.383
H 5.818 -4.668 -7.368
H 3.541 -5.299 -6.611
H 2.404 -3.942 -4.849
H 4.100 -0.138 -1.536
H 4.377 2.304 -1.546
H 3.963 3.603 -3.611
H 3.274 2.419 -5.678
H 3.015 -0.038 -5.664
F -2.772 1.542 -5.898
C -2.316 0.786 -4.861
C -3.136 0.633 -3.759
C -2.678 -0.131 -2.683
C -1.435 -0.683 -2.820
C -0.598 -0.556 -3.892
C -1.059 0.216 -4.959
H -4.110 1.106 -3.741
H -3.279 -0.266 -1.793
H 0.382 -1.024 -3.918
H -0.449 0.383 -5.837
*
```

3.
Density functional theory data (the ωB97M-V functional and the def2-TZVPD basis) for a structure of composition C41H38BrCuN4P2S3.

## Properties
Max |F|, eV/A: 0.4
LUMO energy (spin up / spin down), eV: 2.32 / 2.15
Kohn-Sham gap (spin up / spin down), eV: 7.05 / 6.78

ORCA input file:
```
! wB97M-V def2-TZVPD RIJCOSX def2/J DEFGRID3
* xyz -1 2
Cu 0.879 -0.560 0.657
S -2.687 -1.349 1.985
P -2.115 0.502 1.569
C -0.709 0.711 0.612
P 0.250 2.081 0.398
S 2.053 1.342 -0.163
C -0.387 3.246 -0.855
C 0.096 3.185 -2.158
C -0.478 3.958 -3.158
C -1.542 4.801 -2.865
C -2.035 4.862 -1.569
C -1.465 4.085 -0.573
C 0.622 3.130 1.854
C 0.575 4.519 1.862
C 0.942 5.229 3.000
C 1.364 4.556 4.134
C 1.431 3.167 4.125
C 1.068 2.460 2.994
C -2.003 1.426 3.153
C -2.271 2.789 3.238
C -2.107 3.472 4.434
C -1.671 2.796 5.564
C -1.400 1.436 5.489
C -1.567 0.756 4.292
C -3.528 1.325 0.737
C -4.704 1.607 1.430
C -5.794 2.152 0.773
C -5.729 2.405 -0.594
C -4.570 2.110 -1.293
C -3.473 1.575 -0.629
H 0.920 2.517 -2.380
H -0.096 3.899 -4.169
H -1.990 5.403 -3.646
H -2.877 5.503 -1.334
H -1.876 4.123 0.428
H 0.268 5.062 0.979
H 0.899 6.312 2.993
H 1.647 5.108 5.022
H 1.767 2.631 5.004
H 1.136 1.377 2.986
H -2.619 3.326 2.363
H -2.314 4.535 4.480
H -1.539 3.327 6.499
H -1.056 0.901 6.366
H -1.373 -0.308 4.228
H -4.763 1.388 2.490
H -6.701 2.372 1.323
H -6.584 2.827 -1.109
H -4.509 2.304 -2.358
H -2.556 1.352 -1.161
S -2.100 -5.998 -1.522
C -1.372 -4.528 -0.830
C -1.646 -3.286 -1.373
C -1.017 -2.179 -0.830
N -0.161 -2.273 0.185
C 0.081 -3.463 0.729
C -0.510 -4.621 0.254
C -1.111 -6.203 -2.974
C 0.173 -5.691 -3.116
C 0.860 -5.950 -4.290
N 0.380 -6.680 -5.295
C -0.849 -7.165 -5.144
C -1.634 -6.951 -4.024
H -2.324 -3.174 -2.207
H -1.192 -1.180 -1.203
H 0.781 -3.471 1.554
H -0.295 -5.577 0.712
H 0.625 -5.085 -2.342
H 1.858 -5.546 -4.426
H -1.239 -7.750 -5.970
H -2.638 -7.352 -3.974
N 1.344 -1.453 -2.614
C 2.450 -1.600 -2.303
N 3.718 -1.714 -1.961
C 4.570 -0.527 -1.901
C 5.430 -0.564 -0.646
C 6.190 -1.886 -0.558
C 5.214 -3.060 -0.567
C 4.351 -3.020 -1.820
H 3.922 0.347 -1.908
H 5.206 -0.495 -2.798
H 4.780 -0.454 0.226
H 6.120 0.282 -0.664
H 6.801 -1.912 0.346
H 6.877 -1.971 -1.411
H 4.560 -2.993 0.304
H 5.746 -4.014 -0.526
H 3.565 -3.773 -1.784
H 4.969 -3.216 -2.710
Br 2.688 -1.586 1.933
*
```

4.
Density functional theory data (the ωB97M-V functional and the def2-TZVPD basis) for a structure of composition C41H38Cl3F3Ge2MoN3S2.

## Properties
Max |F|, eV/A: 1.9
LUMO energy (spin up / spin down), eV: -2.45 / -1.76
Kohn-Sham gap (spin up / spin down), eV: 4.97 / 5.78

ORCA input file:
```
! wB97M-V def2-TZVPD RIJCOSX def2/J DEFGRID3
* xyz 0 2
Mo 0.345 -0.117 0.049
C -0.885 -1.874 -2.270
N -1.410 -1.068 -1.131
C -2.069 -1.994 -0.165
C -2.387 -1.292 1.140
N -1.186 -0.805 1.873
C -1.640 0.290 2.765
C -0.571 -1.888 2.634
C -0.985 -2.170 3.934
C -0.409 -3.191 4.670
C 0.600 -3.959 4.108
C 1.008 -3.703 2.813
C 0.434 -2.675 2.062
S 1.025 -2.461 0.416
C -2.420 -0.135 -1.642
C -3.461 -0.594 -2.443
C -4.422 0.277 -2.922
C -4.342 1.629 -2.609
C -3.319 2.091 -1.805
C -2.358 1.210 -1.298
S -1.147 1.823 -0.191
H -1.627 -2.599 -2.613
H 0.005 -2.413 -1.962
H -0.629 -1.214 -3.094
H -1.411 -2.841 0.005
H -3.003 -2.374 -0.589
H -2.957 -1.980 1.772
H -3.018 -0.427 0.930
H -2.581 0.032 3.261
H -1.793 1.195 2.188
H -0.903 0.491 3.538
H -1.768 -1.583 4.394
H -0.747 -3.382 5.679
H 1.067 -4.753 4.675
H 1.795 -4.291 2.357
H -3.523 -1.641 -2.716
H -5.231 -0.099 -3.534
H -5.080 2.318 -2.999
H -3.250 3.139 -1.544
F 5.274 0.471 4.981
C 5.317 -0.366 3.938
F 6.490 -0.193 3.310
F 5.306 -1.623 4.430
C 4.161 -0.152 3.005
C 4.311 -0.384 1.643
C 3.218 -0.233 0.827
N 2.011 0.177 1.271
C 1.902 0.433 2.585
C 2.929 0.251 3.484
H 5.261 -0.683 1.227
H 3.280 -0.489 -0.216
H 0.947 0.816 2.917
H 2.779 0.462 4.532
C 1.144 0.488 -1.651
Ge 2.783 1.112 -2.550
C 2.383 2.868 -3.340
C 1.300 3.637 -2.925
C 1.082 4.895 -3.471
C 1.944 5.390 -4.437
C 3.029 4.630 -4.857
C 3.247 3.377 -4.309
C 2.850 -0.187 -4.045
C 3.798 -1.194 -4.201
C 3.734 -2.068 -5.278
C 2.711 -1.956 -6.207
C 1.754 -0.961 -6.059
C 1.827 -0.085 -4.988
C 4.424 1.380 -1.494
C 4.378 2.431 -0.579
C 5.465 2.725 0.229
C 6.628 1.975 0.117
C 6.703 0.953 -0.820
C 5.608 0.657 -1.620
H 0.435 0.585 -2.487
H 0.630 3.261 -2.156
H 0.244 5.491 -3.134
H 1.780 6.374 -4.858
H 3.708 5.017 -5.607
H 4.097 2.783 -4.632
H 4.596 -1.308 -3.479
H 4.487 -2.839 -5.389
H 2.661 -2.639 -7.045
H 0.953 -0.865 -6.782
H 1.091 0.709 -4.895
H 3.484 3.042 -0.513
H 5.400 3.535 0.942
H 7.480 2.193 0.749
H 7.620 0.387 -0.933
H 5.687 -0.143 -2.346
Cl 2.695 3.402 2.944
Ge 1.107 3.461 1.300
Cl 1.465 5.546 0.590
Cl -0.673 3.803 2.652
*
```

5.
Density functional theory data (the ωB97M-V functional and the def2-TZVPD basis) for a structure of composition C41H38EuN5O5PS3.

## Properties
Max |F|, eV/A: 2.2
LUMO energy (spin up / spin down), eV: 1.14 / 1.14
Kohn-Sham gap (spin up / spin down), eV: 5.64 / 5.65

ORCA input file:
```
! wB97M-V def2-TZVPD RIJCOSX def2/J DEFGRID3
* xyz -1 7
Eu -0.491 -0.679 1.090
O 3.325 -2.137 -2.954
C 3.941 -1.150 -2.269
C 5.224 -0.785 -2.661
C 5.894 0.236 -2.016
C 5.302 0.925 -0.961
C 4.039 0.549 -0.554
C 3.342 -0.487 -1.181
C 2.015 -0.856 -0.675
O 1.510 -0.278 0.351
N 1.402 -1.860 -1.307
N 0.138 -2.027 -0.869
C -0.511 -3.106 -1.097
C -1.889 -3.138 -0.639
C -2.661 -4.296 -0.682
C -3.946 -4.272 -0.179
C -4.455 -3.080 0.314
C -3.643 -1.962 0.280
N -2.390 -1.977 -0.166
H 2.464 -2.308 -2.503
H 5.672 -1.322 -3.488
H 6.894 0.505 -2.333
H 5.815 1.734 -0.460
H 3.560 1.048 0.275
H -0.073 -3.977 -1.578
H -2.231 -5.208 -1.074
H -4.549 -5.170 -0.166
H -5.448 -3.021 0.734
H -4.007 -1.003 0.628
N -2.124 1.781 1.106
C -2.899 2.272 -0.009
C -3.936 3.182 0.171
C -4.659 3.642 -0.915
C -4.355 3.193 -2.193
C -3.330 2.280 -2.377
C -2.597 1.811 -1.291
P -1.211 0.612 -1.407
C -1.694 -0.409 -2.845
C -0.723 -0.947 -3.689
C -1.070 -1.884 -4.650
C -2.387 -2.303 -4.777
C -3.359 -1.776 -3.940
C -3.014 -0.844 -2.974
C 0.066 1.747 -2.074
C 0.967 2.304 -1.166
C 1.990 3.134 -1.599
C 2.102 3.423 -2.951
C 1.191 2.902 -3.859
C 0.173 2.068 -3.426
H -2.751 1.471 1.847
H -1.578 2.545 1.495
H -4.173 3.535 1.168
H -5.458 4.358 -0.772
H -4.915 3.560 -3.043
H -3.100 1.919 -3.371
H 0.311 -0.642 -3.587
H -0.307 -2.299 -5.297
H -2.650 -3.044 -5.521
H -4.388 -2.102 -4.033
H -3.775 -0.457 -2.309
H 0.891 2.059 -0.115
H 2.717 3.539 -0.903
H 2.912 4.054 -3.294
H 1.282 3.134 -4.913
H -0.523 1.649 -4.143
C -2.635 -2.125 5.472
C -1.936 -2.079 4.125
S -2.390 -0.691 3.130
C -1.065 -3.038 3.760
C -0.749 -4.217 4.651
S -0.181 -3.117 2.228
H -3.294 -1.265 5.568
H -1.915 -2.105 6.294
H -3.238 -3.032 5.572
H -1.111 -4.085 5.671
H 0.331 -4.370 4.674
H -1.197 -5.124 4.237
N 0.773 -0.046 3.373
C 1.838 0.904 3.268
C 1.517 2.226 2.959
C 2.522 3.168 2.810
C 3.849 2.806 2.989
C 4.171 1.501 3.316
C 3.167 0.547 3.454
S 5.097 4.051 2.579
O 4.597 4.582 1.311
O 5.068 5.010 3.669
O 6.348 3.314 2.457
H 1.115 -0.934 3.721
H 0.047 0.304 3.988
H 0.471 2.497 2.847
H 2.305 4.193 2.540
H 5.214 1.238 3.441
H 3.412 -0.481 3.694
*
```